(1)
C33H54AsIrN6O4S as an isolated structure, computed with ωB97M-V with the def2-TZVPD basis set.

Geometry as XYZ:
```
100
Properties=species:S:1:pos:R:3:forces:R:3
Ir -0.17005 -0.21841 0.83274 -0.2 0.2 -0.5
As -0.24121 2.47016 1.20607 0.0 -0.1 0.0
S -0.28425 -0.36490 -1.82590 0.0 0.1 0.0
O 1.97483 0.62420 0.11052 0.1 0.2 0.2
O 0.71108 -2.13599 0.77998 0.0 0.0 0.4
O -2.00144 -4.43249 0.10741 -0.1 0.0 0.1
O 2.57294 -2.93914 1.70123 0.2 -0.1 0.0
N -0.05857 -0.51421 3.31997 0.1 0.0 0.1
N -1.28333 -2.70974 -1.12073 -0.2 0.1 0.1
N -0.71753 -2.47641 -3.36262 -0.1 -0.1 0.0
N 3.99887 0.54489 1.15228 0.1 0.1 0.0
N 3.81789 1.12052 -1.09300 0.1 0.1 0.0
N -2.08378 -0.51691 0.96050 0.0 0.1 0.3
C 0.62114 -2.86739 3.06116 -0.1 0.0 0.0
C -0.79220 -1.95463 -2.15217 0.0 -0.1 0.2
C -0.95583 3.27147 -0.41192 0.0 0.0 0.0
C -1.29726 -1.39419 -5.51012 0.0 0.0 0.0
C -1.22521 4.79452 2.67525 0.0 0.0 0.0
C 5.45668 0.61505 1.13329 0.0 0.0 0.0
C 3.40673 0.20023 2.42696 0.0 0.0 0.0
C -1.10842 -5.05571 -1.99342 0.0 0.1 -0.1
C 0.72221 -1.61921 3.92624 -0.1 0.1 0.0
C 1.43077 3.44780 1.32432 0.0 0.0 0.0
C -1.71304 -6.60457 -3.72342 0.0 0.0 0.0
C 3.02726 1.45653 -2.26054 0.0 0.0 0.0
C -0.93214 7.57183 2.75788 0.0 0.0 0.0
C -0.16390 6.76412 3.58508 0.0 0.0 0.0
C 3.21821 0.75102 0.06739 -0.1 -0.2 -0.1
C -1.99801 5.61388 1.85608 0.0 0.0 0.0
C 0.23700 -5.36268 -2.17382 0.0 0.1 0.0
C 5.25481 1.32628 -1.20559 0.0 0.0 0.0
C -2.08646 -5.67674 -2.76126 0.0 0.0 0.0
C -0.31078 5.38606 3.54271 0.0 0.0 0.0
C -3.68769 -0.19187 2.71451 0.0 0.0 0.0
C -0.19050 -1.83188 -4.56189 0.0 0.0 0.0
C -1.85130 6.99315 1.89442 0.0 0.0 0.0
C -4.23210 -1.60849 0.70826 0.0 0.0 0.0
C 5.98100 0.39039 -0.26628 0.0 0.0 0.0
C -2.10690 -0.20739 -5.00485 0.0 0.0 0.0
C 0.60084 -6.29929 -3.12908 0.0 0.0 0.0
C -3.48616 -0.36282 1.20091 0.0 -0.1 -0.1
C 1.39583 -2.65910 1.77221 0.0 0.1 -0.3
C -0.37257 -6.91510 -3.90612 0.0 0.0 0.0
C -1.35602 3.30261 2.60263 0.0 0.0 0.0
C -3.98421 0.88377 0.45999 0.0 0.0 0.0
C -1.51331 -4.08149 -0.93574 0.2 0.1 0.0
H -0.50290 2.77471 -1.26970 0.0 0.0 0.0
H 5.79794 -0.64291 -0.56745 0.0 0.0 0.0
H -4.18015 -1.68009 -0.37915 0.0 0.0 0.0
H 1.76071 -1.30171 3.99897 0.0 0.0 0.0
H -1.03156 -3.43206 -3.47507 0.0 0.0 0.0
H -4.73767 0.01481 2.92270 0.0 0.0 0.0
H -2.72895 5.16954 1.19016 0.0 0.0 0.0
H -1.08326 2.83188 3.54871 0.0 0.0 0.0
H -3.75278 0.81387 -0.60351 0.0 0.0 0.0
H 0.37077 -1.82358 4.94012 0.0 0.0 0.0
H -3.51071 1.78090 0.86150 0.0 0.0 0.0
H -1.04935 -0.69459 3.45405 0.0 0.0 0.0
H 0.42161 -0.98850 -4.24643 0.0 0.0 0.0
H 0.45849 -2.55858 -5.05271 0.0 0.0 0.0
H 1.97374 1.32871 -2.04011 0.0 0.0 0.0
H 0.14387 0.36265 3.78965 0.0 0.0 0.0
H 3.95145 0.71991 3.21752 0.0 0.0 0.0
H -3.13084 -5.44241 -2.59870 0.0 0.0 0.0
H 3.29262 0.80245 -3.09392 0.0 0.0 0.0
H -2.38036 3.00773 2.36894 0.0 0.0 0.0
H 0.99017 -4.87366 -1.56730 0.0 0.0 0.0
H 5.51074 2.37012 -0.98829 0.0 0.0 0.0
H -2.03417 3.13651 -0.46333 0.0 0.0 0.0
H 3.21567 2.49100 -2.55938 0.0 0.0 0.0
H -1.95988 -2.24545 -5.69212 0.0 0.0 0.0
H 7.05458 0.57167 -0.29805 0.0 0.0 0.0
H 2.36648 0.51725 2.44707 0.0 0.0 0.0
H -0.71522 4.33357 -0.42936 0.0 0.0 0.0
H -2.58487 -0.42816 -4.04812 0.0 0.0 0.0
H 1.21720 4.51151 1.42214 0.0 0.0 0.0
H -0.82243 8.64709 2.79403 0.0 0.0 0.0
H -0.83097 -1.15504 -6.46834 0.0 0.0 0.0
H -3.40838 -1.10323 3.24675 0.0 0.0 0.0
H -0.42690 -3.07813 2.83531 0.0 0.0 0.0
H 5.83418 -0.14983 1.81301 0.0 0.0 0.0
H -2.46412 7.61662 1.25720 0.0 0.0 0.0
H -1.47081 0.66740 -4.86083 0.0 0.0 0.0
H -5.06393 0.97824 0.58102 0.0 0.0 0.0
H -3.09150 0.64281 3.09087 0.0 0.0 0.0
H 3.45701 -0.87598 2.59599 0.0 0.0 0.0
H -2.47031 -7.09208 -4.32229 0.0 0.0 0.0
H -3.80090 -2.51442 1.13393 0.0 0.0 0.0
H 5.78463 1.58848 1.51528 0.0 0.0 0.0
H 0.28812 4.76107 4.19620 0.0 0.0 0.0
H -5.28129 -1.54588 0.99903 0.0 0.0 0.0
H -1.40740 -2.19480 -0.24500 0.0 -0.2 -0.3
H 1.64387 -6.55202 -3.26323 0.0 0.0 0.0
H -0.08522 -7.64410 -4.65171 0.0 0.0 0.0
H 2.02330 3.11014 2.17281 0.0 0.0 0.0
H 0.54531 7.20868 4.27055 0.0 0.0 0.0
H 5.53383 1.13139 -2.24165 0.0 0.0 0.0
H -2.88842 0.05500 -5.71672 0.0 0.0 0.0
H 1.05212 -3.71452 3.59125 0.0 0.0 0.0
H 1.98290 3.25827 0.40619 0.0 0.0 0.0
```
Positions in Å, forces in eV/Å.

Output
Total charge ... +1
Spin multiplicity ... 6
E_HOMO (alpha / beta) ... -9.5 / -11.1 eV
Kohn-Sham gap (alpha / beta) ... 7.736 / 7.093 eV
Total energy ... -126734.2915 eV

Atom charges from the Mulliken analysis, given in e for atoms 1 to 99: number 1, Ir, carries 2.659; number 2, As, carries 0.712; number 3, S, carries -0.153; number 4, O, carries -1.154; number 5, O, carries -0.962; number 6, O, carries -0.557; number 7, O, carries -0.643; number 8, N, carries -0.512; number 9, N, carries 0.613; number 10, N, carries 0.237; number 11, N, carries 0.440; number 12, N, carries 0.350; number 13, N, carries 0.567; number 14, C, carries -0.361; number 15, C, carries 0.728; number 16, C, carries -1.364; number 17, C, carries -0.365; number 18, C, carries 0.121; number 19, C, carries -0.692; number 20, C, carries -1.073; number 21, C, carries -0.845; number 22, C, carries -0.819; number 23, C, carries -1.416; number 24, C, carries -0.741; number 25, C, carries -0.871; number 26, C, carries -0.465; number 27, C, carries -0.653; number 28, C, carries -0.231; number 29, C, carries -0.160; number 30, C, carries 0.306; number 31, C, carries -0.670; number 32, C, carries 0.153; number 33, C, carries -0.263; number 34, C, carries -1.630; number 35, C, carries -0.868; number 36, C, carries -0.750; number 37, C, carries -1.763; number 38, C, carries -0.748; number 39, C, carries -0.961; number 40, C, carries -0.797; number 41, C, carries 1.296; number 42, C, carries 0.360; number 43, C, carries -0.402; number 44, C, carries -1.041; number 45, C, carries -1.027; number 46, C, carries 0.430; number 47, H, carries 0.359; number 48, H, carries 0.312; number 49, H, carries 0.305; number 50, H, carries 0.285; number 51, H, carries -0.062; number 52, H, carries 0.472; number 53, H, carries 0.367; number 54, H, carries 0.634; number 55, H, carries 0.223; number 56, H, carries 0.485; number 57, H, carries -0.028; number 58, H, carries 0.087; number 59, H, carries 0.358; number 60, H, carries 0.386; number 61, H, carries -0.049; number 62, H, carries 0.129; number 63, H, carries 0.415; number 64, H, carries 0.468; number 65, H, carries 0.380; number 66, H, carries 0.393; number 67, H, carries 0.538; number 68, H, carries 0.294; number 69, H, carries 0.295; number 70, H, carries 0.322; number 71, H, carries 0.299; number 72, H, carries 0.370; number 73, H, carries 0.013; number 74, H, carries 0.496; number 75, H, carries 0.172; number 76, H, carries 0.564; number 77, H, carries 0.405; number 78, H, carries 0.351; number 79, H, carries 0.387; number 80, H, carries 0.163; number 81, H, carries 0.434; number 82, H, carries 0.398; number 83, H, carries 0.228; number 84, H, carries 0.524; number 85, H, carries 0.238; number 86, H, carries 0.418; number 87, H, carries 0.418; number 88, H, carries 0.384; number 89, H, carries 0.311; number 90, H, carries 0.354; number 91, H, carries 0.497; number 92, H, carries -0.954; number 93, H, carries 0.436; number 94, H, carries 0.421; number 95, H, carries 0.348; number 96, H, carries 0.407; number 97, H, carries 0.359; number 98, H, carries 0.411; number 99, H, carries 0.482


(2)
A 2-piece molecular cluster, C33H54F15N3O4P2S3 overall, computed with ωB97M-V with the def2-TZVPD basis set.

Geometry as XYZ:
```
114
Properties=species:S:1:pos:R:3:forces:R:3
S 6.26593 -2.70062 5.14936 0.0 -0.3 -2.6
S -5.60685 -6.23529 3.23123 -1.6 -4.5 -1.4
S 5.80193 -1.65225 2.31297 0.0 -1.1 0.6
P 0.95088 -0.78274 4.15140 -0.5 -1.5 -1.0
P 0.33703 2.20055 -3.75907 0.6 -0.6 0.3
F -6.86988 -5.24792 3.65291 2.4 -1.2 -0.4
F -5.52827 -0.54479 1.45034 1.7 -1.7 1.3
F -6.46248 -2.75471 2.25003 2.3 0.2 1.9
F -5.00579 -3.65799 5.10296 0.8 -0.5 -3.2
F -6.03374 -1.61913 4.18163 1.4 -1.6 -2.5
F -6.63356 -7.53793 3.40136 1.5 2.1 -0.1
F 2.98263 -1.53370 6.64275 -2.0 2.2 -0.7
F -1.42348 -0.45982 6.60248 3.3 -0.1 -0.7
F -5.10828 -6.49845 4.79232 -0.9 1.2 -2.5
F -4.41422 -7.32756 2.71121 -2.1 1.7 0.9
F -3.21358 -2.99681 3.90833 -3.1 -1.1 -0.5
F -3.09036 -5.36468 3.19508 -3.5 1.3 -0.3
F -6.09244 -6.16034 1.60830 0.2 -0.1 2.9
F -3.61328 -1.78455 1.36287 -2.1 0.6 2.1
F -4.38252 -4.56722 1.51667 -0.1 -0.2 3.8
O 0.24968 -1.66344 7.56863 -1.2 3.8 -3.5
O 0.60901 -1.64786 2.65187 -1.1 1.4 -1.8
O -0.28017 0.45541 3.87714 -1.6 -1.3 -1.5
O 2.85303 0.72070 6.95010 -1.8 -4.7 -1.8
N 6.49170 -6.55603 2.25534 0.0 3.3 1.5
N 6.53384 -4.39998 3.07880 0.7 0.6 -0.4
N 0.97356 -0.12666 5.85430 0.3 -1.9 3.4
C 6.22929 -3.00545 3.48110 -0.7 0.3 2.6
C -1.30641 1.63395 -3.36685 -1.0 -0.1 0.6
C 3.33317 -0.20895 2.49654 0.9 0.6 -0.7
C -2.30199 0.43548 -5.44032 -0.3 -0.2 0.0
C -1.42121 4.10654 -6.10694 -0.1 0.3 -0.3
C 0.62911 2.61870 -5.46599 0.4 0.1 -1.3
C -0.02404 -0.80283 6.69599 0.8 -2.8 2.6
C 1.46047 0.80334 -3.51831 0.2 -0.5 -0.4
C -4.40395 -4.85160 2.92263 4.0 0.4 -1.7
C 0.12343 4.73436 -2.35374 -0.2 0.5 0.1
C -4.55643 -3.51378 3.77089 1.5 1.8 1.9
C 7.75673 -6.39121 2.98804 -2.5 4.8 0.4
C 5.72785 -5.35268 2.30983 5.1 -1.6 1.7
C 1.82653 6.07710 -3.74402 0.0 0.1 0.0
C 0.08530 3.85107 -6.18692 0.0 0.7 0.3
C -5.40481 -2.33172 3.09500 -2.0 1.2 0.0
C -1.79904 0.32719 -4.00085 0.3 -0.3 -0.5
C -3.93064 -0.06543 3.21634 -0.1 1.1 -0.8
C 2.19623 0.45550 3.41050 0.6 1.1 -1.0
C 3.42317 1.12040 -1.13046 0.0 0.0 0.0
C -0.43674 -0.95627 1.93389 0.3 1.7 0.9
C -1.29869 -0.24224 3.11149 -0.7 -0.4 0.4
C 7.80505 -4.94518 3.53708 -1.8 -4.8 -2.6
C 0.37410 5.87951 -3.33207 -0.2 0.1 -0.3
C 2.28171 -0.30807 6.51047 2.1 4.2 2.1
C 4.77532 -0.34625 3.20228 -1.1 0.7 0.9
C 0.87440 3.42367 -2.58365 0.0 0.7 0.8
C -2.16021 3.71486 -7.37995 -0.2 -0.1 0.0
C -3.68152 1.06944 -5.55215 0.0 0.0 -0.1
C -2.57954 0.56737 2.57396 0.8 -0.1 -0.2
C -4.55897 -1.23668 2.28535 0.1 2.2 -0.8
C 1.40627 -0.03116 -2.23745 -0.1 -0.2 0.5
C 2.01825 0.56156 -0.96637 0.0 0.0 0.1
H -0.95279 4.53852 -2.29842 0.1 0.0 0.1
H 4.70755 -5.08490 1.88768 1.8 -0.6 0.7
H 0.37592 1.73897 -6.06791 0.0 -0.2 0.3
H -2.48348 1.69658 2.78470 -0.3 -1.8 0.0
H 1.57982 1.14664 2.71501 1.0 -1.1 1.2
H -1.84852 4.34628 -8.21574 0.0 -0.1 0.1
H 0.61478 4.72816 -5.81409 0.0 0.0 0.1
H 0.80962 2.91729 -1.61911 0.1 -0.4 -0.1
H -2.35977 -0.57329 -5.86354 0.1 0.1 0.1
H -1.59337 0.98441 -6.06063 0.1 0.0 0.0
H -3.23726 3.84910 -7.24801 0.1 -0.1 -0.1
H 2.65180 1.17195 4.19720 -0.6 -1.2 -1.1
H -1.76790 -0.91729 3.92268 0.9 0.1 -1.8
H 1.90298 6.90112 -4.45794 0.1 -0.1 0.1
H -3.70660 2.07282 -5.12011 -0.1 0.0 0.0
H -0.98749 -1.48328 1.08399 0.6 -0.2 1.7
H 3.07364 -1.23386 2.06596 -0.1 1.4 0.8
H 0.03427 -0.04411 1.38086 -0.6 -1.0 0.7
H 1.36138 1.32500 -0.54499 0.0 0.0 0.1
H 0.01440 6.80846 -2.87561 0.0 -0.2 0.0
H 4.59661 -0.60262 4.30047 0.6 0.0 -1.5
H -2.03855 2.43068 -3.51613 0.1 0.1 -0.1
H 1.24844 0.11887 -4.34861 0.0 0.2 -0.1
H -4.69311 0.80464 3.21372 0.9 -1.8 0.0
H 2.24391 5.19284 -4.23246 0.0 0.0 0.0
H 0.37149 -0.31250 -2.02017 0.0 -0.1 0.0
H 0.04393 -1.77381 4.71802 -0.4 0.6 -0.2
H -2.58002 0.47946 1.41861 -0.3 0.1 1.8
H 5.30301 0.68240 3.17399 -0.5 -1.9 0.0
H 4.11437 0.34883 -1.48130 0.0 0.1 0.0
H 8.54621 -7.19918 3.13092 -1.5 1.3 -0.4
H 2.05431 -0.23134 -0.21083 -0.1 0.1 -0.1
H 3.48637 0.51523 1.59136 -0.2 -1.4 1.5
H 1.94025 3.61539 -2.72764 0.0 -0.1 -0.2
H -1.59059 5.17745 -5.95678 0.0 -0.1 0.1
H -3.97393 1.14730 -6.60151 -0.1 0.1 0.1
H 3.79096 1.49148 -0.17151 0.0 0.0 -0.2
H 1.95658 -1.80315 4.34197 0.2 0.5 0.3
H 1.93599 -0.96863 -2.44238 -0.1 0.1 -0.1
H -1.30228 1.46865 -2.28199 0.2 0.2 0.0
H 2.44825 6.31989 -2.87805 0.0 -0.1 -0.1
H -4.43173 0.46117 -5.04064 0.1 0.1 0.0
H 1.72099 2.69234 -5.55257 0.0 -0.2 0.2
H 3.45191 1.95630 -1.83407 0.1 0.0 0.0
H -3.81156 -0.37298 4.30702 0.1 0.2 -1.6
H 0.38790 3.78597 -7.23812 0.0 -0.2 0.1
H 0.41505 5.09940 -1.36178 0.0 -0.3 -0.1
H -0.99544 -0.41287 -3.97695 0.0 0.0 0.1
H -2.60539 -0.07784 -3.38252 0.1 0.1 0.0
H 8.63112 -4.44531 4.14381 -1.9 -0.5 -1.1
H -1.86315 3.60681 -5.24688 0.0 -0.1 0.1
H -0.24969 5.74347 -4.21536 0.0 0.0 -0.1
H 2.48150 1.15323 -3.69825 -0.1 0.2 0.0
H -1.97510 2.67311 -7.65196 0.0 0.0 0.0
```
Positions in Å, forces in eV/Å.

Output
Total charge ... 0
E_HOMO ... -7.3 eV
Kohn-Sham gap ... 6.161 eV
Total energy ... -139590.8656 eV

Atom charges from the Mulliken analysis, given in e for atoms 1 to 99: number 1, S, carries -0.179; number 2, S, carries 1.174; number 3, S, carries -0.125; number 4, P, carries 0.440; number 5, P, carries 1.076; number 6, F, carries -0.261; number 7, F, carries -0.369; number 8, F, carries -0.314; number 9, F, carries -0.283; number 10, F, carries -0.308; number 11, F, carries -0.282; number 12, F, carries -0.224; number 13, F, carries -0.248; number 14, F, carries -0.262; number 15, F, carries -0.313; number 16, F, carries -0.235; number 17, F, carries -0.278; number 18, F, carries -0.309; number 19, F, carries -0.287; number 20, F, carries -0.246; number 21, O, carries -0.540; number 22, O, carries -0.644; number 23, O, carries -0.684; number 24, O, carries -0.550; number 25, N, carries -0.602; number 26, N, carries 0.121; number 27, N, carries -0.061; number 28, C, carries 0.042; number 29, C, carries -1.033; number 30, C, carries 0.678; number 31, C, carries 0.159; number 32, C, carries 0.273; number 33, C, carries -1.094; number 34, C, carries 0.645; number 35, C, carries -1.445; number 36, C, carries 0.621; number 37, C, carries -0.950; number 38, C, carries 0.608; number 39, C, carries -0.334; number 40, C, carries -0.011; number 41, C, carries -1.334; number 42, C, carries -0.992; number 43, C, carries 0.452; number 44, C, carries -1.047; number 45, C, carries -0.951; number 46, C, carries -1.144; number 47, C, carries -1.675; number 48, C, carries -0.025; number 49, C, carries 0.815; number 50, C, carries -0.133; number 51, C, carries 0.088; number 52, C, carries 0.413; number 53, C, carries -0.302; number 54, C, carries -0.619; number 55, C, carries -1.721; number 56, C, carries -1.399; number 57, C, carries -0.746; number 58, C, carries 0.886; number 59, C, carries -0.968; number 60, C, carries 0.607; number 61, H, carries 0.335; number 62, H, carries 0.341; number 63, H, carries 0.763; number 64, H, carries 0.431; number 65, H, carries 0.284; number 66, H, carries 0.461; number 67, H, carries 0.144; number 68, H, carries -0.028; number 69, H, carries 0.456; number 70, H, carries -0.272; number 71, H, carries 0.391; number 72, H, carries 0.451; number 73, H, carries -0.055; number 74, H, carries 0.406; number 75, H, carries 0.254; number 76, H, carries 0.332; number 77, H, carries 0.367; number 78, H, carries -0.358; number 79, H, carries -0.103; number 80, H, carries 0.444; number 81, H, carries 0.181; number 82, H, carries 0.826; number 83, H, carries 0.581; number 84, H, carries 0.436; number 85, H, carries 0.296; number 86, H, carries 0.213; number 87, H, carries 0.153; number 88, H, carries 0.073; number 89, H, carries 0.344; number 90, H, carries 0.331; number 91, H, carries 0.315; number 92, H, carries 0.304; number 93, H, carries -0.821; number 94, H, carries 0.599; number 95, H, carries 0.458; number 96, H, carries 0.394; number 97, H, carries 0.424; number 98, H, carries 0.099; number 99, H, carries 0.508